No. 1
Below is a structure of composition C40H38N4SSbTi, with properties calculated with ωB97M-V with the def2-TZVPD basis set.

HOMO-LUMO gap	7.25	eV
HOMO	-10.04	eV
total charge	+1

Element x y z (Å)
1 Ti 0.679 1.300 0.639
2 C 3.631 -1.665 3.959
3 C 4.260 -0.653 3.248
4 C 3.521 0.410 2.748
5 C 2.147 0.451 2.951
6 C 1.515 -0.558 3.674
7 C 2.260 -1.612 4.178
8 N 1.375 1.498 2.366
9 C 0.913 2.582 3.137
10 C 1.335 2.913 4.417
11 C 0.817 4.056 5.015
12 C -0.101 4.861 4.355
13 C -0.537 4.527 3.077
14 C -0.032 3.385 2.495
15 N -0.412 2.918 1.180
16 N -0.555 3.937 0.184
17 C 0.363 3.755 -0.731
18 C 0.442 4.655 -1.853
19 C 1.378 4.460 -2.806
20 C 2.301 3.375 -2.708
21 C 2.204 2.546 -1.646
22 N 1.243 2.692 -0.672
23 H 4.210 -2.490 4.351
24 H 5.328 -0.687 3.086
25 H 3.998 1.210 2.194
26 H 0.444 -0.505 3.832
27 H 1.772 -2.394 4.746
28 H 2.064 2.299 4.927
29 H 1.149 4.328 6.008
30 H -0.479 5.754 4.833
31 H -1.241 5.141 2.533
32 H -0.260 5.476 -1.887
33 H 1.439 5.140 -3.645
34 H 3.074 3.228 -3.447
35 H 2.880 1.711 -1.508
36 S 1.626 -0.791 -0.253
37 Sb 0.148 -2.178 -1.356
38 C 1.324 -3.639 -2.266
39 C 1.091 -3.987 -3.591
40 C 1.872 -4.970 -4.183
41 C 2.873 -5.593 -3.453
42 C 3.102 -5.240 -2.130
43 C 2.328 -4.260 -1.530
44 C -1.070 -3.043 0.108
45 C -0.640 -2.946 1.429
46 C -1.398 -3.527 2.436
47 C -2.575 -4.192 2.128
48 C -2.997 -4.292 0.810
49 C -2.243 -3.722 -0.205
50 C -0.875 -1.206 -2.890
51 C -2.245 -1.327 -3.092
52 C -2.841 -0.655 -4.150
53 C -2.074 0.139 -4.989
54 C -0.707 0.266 -4.781
55 C -0.102 -0.410 -3.733
56 H 0.313 -3.499 -4.167
57 H 1.699 -5.247 -5.215
58 H 3.481 -6.357 -3.918
59 H 3.886 -5.728 -1.566
60 H 2.518 -3.979 -0.500
61 H 0.266 -2.407 1.680
62 H -1.067 -3.456 3.464
63 H -3.164 -4.640 2.917
64 H -3.911 -4.817 0.570
65 H -2.574 -3.831 -1.231
66 H -2.861 -1.918 -2.426
67 H -3.907 -0.745 -4.312
68 H -2.545 0.667 -5.807
69 H -0.113 0.892 -5.431
70 H 0.964 -0.297 -3.567
71 C -2.992 0.191 0.443
72 C -2.448 1.605 0.215
73 C -2.114 1.761 -1.273
74 C -3.514 2.631 0.613
75 C -1.249 1.727 1.158
76 H -3.879 0.025 -0.170
77 H -3.268 0.031 1.487
78 H -2.250 -0.570 0.179
79 H -1.998 2.803 -1.558
80 H -2.917 1.330 -1.875
81 H -1.195 1.229 -1.557
82 H -4.406 2.511 -0.006
83 H -3.135 3.643 0.478
84 H -3.810 2.503 1.656
85 H -1.531 1.477 2.182

***

No. 2
Below is the molecule C5H6O, with properties calculated with ωB97M-V with the def2-TZVPD basis set.

HOMO-LUMO gap	8.76	eV
HOMO	-9.20	eV

Element x y z (Å)
1 C -1.088 1.148 0.219
2 C 0.333 1.588 0.200
3 C -0.090 0.358 0.973
4 C 0.447 -0.895 0.324
5 O -0.353 -1.478 -0.692
6 C 0.837 -0.807 -1.084
7 H -1.532 0.739 -0.687
8 H -1.762 1.806 0.764
9 H 0.724 0.179 -1.545
10 H -0.077 0.389 2.057
11 H 0.939 -1.604 0.987
12 H 1.623 -1.423 -1.515

***

No. 3
Below is a structure of composition C34H33BrN4O5S3V at a distorted geometry, with properties calculated with ωB97M-V with the def2-TZVPD basis set.

HOMO-LUMO gap (spin up / spin down)	6.89 / 6.08	eV
<S²>	0.78
spin multiplicity	2
HOMO (spin up / spin down)	-6.83 / -6.03	eV

Element x y z (Å)
1 V 0.275 -0.726 1.119
2 C 1.251 -3.327 3.170
3 C 2.458 -3.620 2.284
4 S 2.344 -2.970 0.588
5 C 3.968 -2.210 0.389
6 C 4.264 -1.064 1.354
7 S 2.916 0.150 1.438
8 C 2.778 0.383 3.226
9 C 2.324 -0.839 4.011
10 S 0.777 -1.591 3.403
11 H 1.415 -3.773 4.152
12 H 0.351 -3.765 2.740
13 H 2.577 -4.703 2.234
14 H 3.371 -3.229 2.730
15 H 3.954 -1.842 -0.639
16 H 4.759 -2.959 0.451
17 H 5.175 -0.553 1.042
18 H 4.442 -1.444 2.359
19 H 2.050 1.186 3.317
20 H 3.734 0.733 3.620
21 H 2.155 -0.544 5.047
22 H 3.090 -1.613 4.025
23 O -4.346 -3.074 -0.622
24 C -3.545 -4.129 -0.411
25 C -4.057 -5.398 -0.689
26 C -3.281 -6.524 -0.507
27 C -1.972 -6.415 -0.042
28 C -1.463 -5.163 0.236
29 C -2.227 -4.007 0.064
30 C -1.621 -2.693 0.379
31 O -0.429 -2.655 0.845
32 N -2.352 -1.618 0.193
33 N -1.677 -0.488 0.626
34 C -2.347 0.604 0.526
35 C -1.903 1.876 1.051
36 C -2.798 2.957 0.960
37 C -2.520 4.187 1.514
38 C -1.316 4.355 2.200
39 C -0.409 3.322 2.288
40 C -0.664 2.062 1.714
41 O 0.263 1.136 1.792
42 H -3.833 -2.262 -0.378
43 H -5.074 -5.466 -1.051
44 H -3.697 -7.498 -0.730
45 H -1.364 -7.298 0.098
46 H -0.447 -5.047 0.592
47 H -3.339 0.554 0.083
48 H -3.739 2.796 0.446
49 H -3.228 5.000 1.432
50 H -1.084 5.309 2.660
51 H 0.536 3.456 2.800
52 C -0.451 -2.950 -2.268
53 O -0.096 -1.645 -1.827
54 C -0.520 -0.599 -2.576
55 C -1.266 -0.699 -3.737
56 C -1.581 0.461 -4.438
57 Br -2.600 0.311 -6.027
58 C -1.162 1.697 -4.014
59 C -0.430 1.802 -2.826
60 C -0.130 0.661 -2.103
61 O 0.567 0.662 -0.924
62 C 0.093 3.128 -2.455
63 N 0.604 3.950 -3.326
64 C 0.994 5.059 -2.591
65 C 1.594 6.240 -3.023
66 C 1.877 7.202 -2.075
67 C 1.575 6.999 -0.719
68 C 0.987 5.831 -0.274
69 C 0.706 4.867 -1.235
70 N 0.145 3.601 -1.161
71 H -0.038 -3.144 -3.261
72 H -1.535 -3.077 -2.284
73 H -0.020 -3.635 -1.545
74 H -1.598 -1.656 -4.106
75 H -1.371 2.592 -4.580
76 H 0.842 1.560 -0.686
77 H 1.821 6.385 -4.070
78 H 2.340 8.132 -2.378
79 H 1.809 7.778 -0.005
80 H 0.755 5.675 0.769
81 H -0.405 3.252 -0.385

***

No. 4
Below is a cluster of 3 separate species, C3H7NO in total at a distorted geometry, with properties calculated with ωB97M-V with the def2-TZVPD basis set.

HOMO-LUMO gap	10.65	eV
HOMO	-9.94	eV
SMILES string	[H][H].N=C=O.C=C

Element x y z (Å)
1 C -1.987 0.240 0.066
2 C 1.917 -1.235 0.977
3 C 1.007 -1.836 0.285
4 N -2.424 1.364 -0.035
5 O -1.437 -0.784 0.050
6 H 0.456 3.663 -1.776
7 H 2.349 -1.524 1.874
8 H 2.285 -0.298 0.665
9 H 0.044 3.081 -1.993
10 H 0.763 -2.861 0.568
11 H 0.454 -1.505 -0.744
12 H -3.427 1.694 0.065

***

No. 5
Below is a structure of composition C4H8INO3 at a distorted geometry, with properties calculated with ωB97M-V with the def2-TZVPD basis set.

HOMO-LUMO gap	9.14	eV
HOMO	-9.48	eV

Element x y z (Å)
1 C 0.112 -1.409 0.943
2 C -1.447 0.696 -0.953
3 C 0.537 -0.729 -0.275
4 C 0.004 0.748 -0.390
5 N 0.177 1.515 0.842
6 O -0.721 2.026 1.444
7 O 1.280 1.485 1.349
8 O 1.981 -0.623 -0.285
9 I 1.315 1.934 -1.653
10 H 0.434 -1.013 1.914
11 H -0.991 -1.320 1.021
12 H 0.262 -2.523 0.780
13 H -1.995 1.523 -0.836
14 H -1.388 0.547 -2.044
15 H -1.935 -0.097 -0.402
16 H 0.133 -1.240 -1.223
17 H 2.242 -1.522 -0.232

***

No. 6
Below is the molecule CH3BrCl2OSi at a distorted geometry, with properties calculated with ωB97M-V with the def2-TZVPD basis set.

HOMO-LUMO gap	11.20	eV
HOMO	-10.85	eV
SMILES string	CO[Si](Cl)(Cl)Br

Element x y z (Å)
1 C 0.701 1.110 0.536
2 O 0.788 0.030 -0.323
3 Si -0.663 -0.994 -0.503
4 Cl -1.147 -2.185 1.078
5 Cl -2.259 0.163 -0.931
6 Br 0.142 -2.268 -2.107
7 H 0.123 2.059 0.174
8 H 1.812 1.414 0.472
9 H 0.502 0.672 1.604

***

No. 7
Below is a structure of composition C36H29AsN7NaO2S4, with properties calculated with ωB97M-V with the def2-TZVPD basis set.

HOMO-LUMO gap	4.26	eV
HOMO	-0.84	eV
total charge	-2

Element x y z (Å)
1 Na -0.153 -0.299 0.188
2 N 1.392 -2.437 -3.360
3 C 0.639 -2.041 -4.487
4 C 1.279 -1.487 -5.578
5 C 0.555 -1.094 -6.699
6 C -0.819 -1.252 -6.722
7 C -1.463 -1.803 -5.617
8 C -0.740 -2.207 -4.511
9 S -1.561 -2.928 -3.133
10 N -0.410 -2.909 -1.906
11 C 0.819 -2.694 -2.126
12 C 1.804 -2.832 -0.981
13 C 3.134 -3.135 -1.212
14 C 3.975 -3.304 -0.116
15 C 3.459 -3.169 1.152
16 C 2.110 -2.848 1.292
17 N 1.308 -2.673 0.246
18 H 2.309 -2.024 -3.321
19 H 2.354 -1.346 -5.546
20 H 1.071 -0.656 -7.543
21 H -1.396 -0.937 -7.581
22 H -2.542 -1.901 -5.607
23 H 3.523 -3.291 -2.209
24 H 5.021 -3.541 -0.269
25 H 4.077 -3.265 2.034
26 H 1.689 -2.674 2.274
27 C -2.749 0.313 3.166
28 O -3.435 -0.854 2.607
29 C -3.018 -1.179 1.393
30 O -2.153 -0.574 0.794
31 N -3.690 -2.258 0.891
32 N -3.236 -2.901 -0.271
33 H -3.260 0.518 4.100
34 H -2.828 1.156 2.484
35 H -1.693 0.096 3.324
36 H -4.204 -2.829 1.539
37 H -3.364 -2.261 -1.047
38 H -2.231 -3.053 -0.197
39 S 0.930 -0.532 3.163
40 C 1.436 0.746 4.257
41 C 2.578 0.403 5.078
42 N 3.499 0.097 5.704
43 C 0.871 1.982 4.409
44 S -0.488 2.650 3.567
45 C 1.469 2.854 5.412
46 N 1.917 3.559 6.207
47 S 0.319 0.637 -2.564
48 C -0.889 1.832 -2.982
49 C -1.329 1.958 -4.311
50 C -2.278 2.896 -4.682
51 C -2.830 3.749 -3.733
52 C -2.408 3.648 -2.413
53 C -1.450 2.717 -2.027
54 As -0.881 2.450 -0.167
55 C -1.759 4.003 0.656
56 C -1.133 5.211 0.940
57 C -1.837 6.243 1.549
58 C -3.174 6.081 1.884
59 C -3.805 4.874 1.616
60 C -3.097 3.845 1.013
61 C 0.944 3.162 -0.288
62 C 1.866 2.727 0.661
63 C 3.179 3.182 0.616
64 C 3.577 4.069 -0.374
65 C 2.657 4.507 -1.320
66 C 1.345 4.057 -1.273
67 H -0.899 1.290 -5.049
68 H -2.590 2.962 -5.719
69 H -3.570 4.489 -4.015
70 H -2.833 4.315 -1.671
71 H -0.083 5.342 0.712
72 H -1.329 7.171 1.780
73 H -3.715 6.883 2.372
74 H -4.843 4.727 1.893
75 H -3.591 2.897 0.822
76 H 1.556 2.057 1.457
77 H 3.882 2.846 1.369
78 H 4.602 4.421 -0.409
79 H 2.963 5.196 -2.099
80 H 0.631 4.388 -2.020

***

No. 8
Below is a cluster of 2 separate species, C12H18O3Si in total, with properties calculated with ωB97M-V with the def2-TZVPD basis set.

HOMO-LUMO gap	10.29	eV
HOMO	-9.61	eV
SMILES string	C=COC(=O)O[Si](C)(C)C.c1ccccc1

Element x y z (Å)
1 C -2.890 0.449 2.394
2 C -3.227 1.119 1.306
3 O -4.121 0.570 0.403
4 C -3.823 0.600 -0.909
5 O -4.620 0.254 -1.716
6 O -2.597 1.053 -1.183
7 Si -1.416 -0.039 -1.749
8 C 0.127 0.934 -2.114
9 C -1.035 -1.252 -0.387
10 C -1.980 -0.982 -3.247
11 H -3.339 -0.515 2.593
12 H -2.187 0.853 3.106
13 H -2.903 2.137 1.139
14 H 0.610 1.200 -1.172
15 H 0.796 0.287 -2.680
16 H -0.066 1.839 -2.687
17 H -0.158 -1.850 -0.629
18 H -0.782 -0.658 0.496
19 H -1.894 -1.863 -0.112
20 H -1.094 -1.506 -3.617
21 H -2.354 -0.360 -4.056
22 H -2.711 -1.742 -2.977
23 C 4.750 -0.547 1.286
24 C 4.542 0.824 1.324
25 C 3.264 1.328 1.519
26 C 2.194 0.459 1.682
27 C 2.403 -0.913 1.645
28 C 3.680 -1.417 1.444
29 H 5.747 -0.939 1.131
30 H 5.378 1.502 1.202
31 H 3.102 2.398 1.545
32 H 1.197 0.852 1.837
33 H 1.567 -1.589 1.772
34 H 3.841 -2.486 1.411

***

No. 9
Below is a structure of composition C8H15BF2IrN2O6P2 at a distorted geometry, with properties calculated with ωB97M-V with the def2-TZVPD basis set.

HOMO-LUMO gap (spin up / spin down)	7.80 / 5.44	eV
<S²>	0.78
spin multiplicity	2
HOMO (spin up / spin down)	-16.27 / -16.28	eV
total charge	+2

Element x y z (Å)
1 Ir -0.113 -1.136 0.672
2 N -3.233 -1.571 -2.511
3 C -2.289 -0.633 -1.783
4 C -2.342 0.718 -2.508
5 P -0.577 -1.284 -2.000
6 O -0.580 -2.630 -1.029
7 O -0.288 -1.496 -3.408
8 O 0.382 -0.419 -1.099
9 P -2.992 -0.416 -0.071
10 O -2.951 -1.966 0.422
11 O -4.357 0.085 -0.203
12 O -1.865 0.298 0.655
13 H -2.947 -1.703 -3.488
14 H -4.176 -1.160 -2.486
15 H -3.283 -2.485 -2.053
16 H -2.048 0.618 -3.554
17 H -1.662 1.423 -2.032
18 H -3.348 1.135 -2.439
19 H 0.000 -3.342 -1.353
20 H -3.732 -2.208 0.943
21 F 2.472 -1.142 2.104
22 B 1.576 -1.934 1.514
23 F 1.756 -3.227 1.662
24 N 0.500 1.001 1.211
25 C 1.793 1.412 1.493
26 C 2.161 1.680 2.862
27 C 3.437 2.102 3.174
28 C 4.363 2.267 2.161
29 C 3.987 2.007 0.799
30 C 2.722 1.588 0.475
31 H -0.213 1.210 1.907
32 H 0.181 1.224 0.269
33 H 1.436 1.552 3.658
34 H 3.685 2.296 4.208
35 H 5.370 2.595 2.384
36 H 4.709 2.142 0.004
37 H 2.465 1.397 -0.560

***

No. 10
Below is a structure of composition C13H24NO3Rb at a distorted geometry, with properties calculated with ωB97M-V with the def2-TZVPD basis set.

HOMO-LUMO gap	3.60	eV
HOMO	-4.19	eV

Element x y z (Å)
1 Rb -1.272 1.504 2.003
2 C 0.174 -1.335 -0.784
3 C 0.652 -1.721 0.620
4 C 1.473 -3.051 0.511
5 C 2.866 -2.866 -0.057
6 C 3.616 -1.827 0.764
7 C 2.901 -0.448 0.851
8 N 1.480 -0.623 1.169
9 O 1.136 -0.250 2.487
10 C 3.118 0.375 -0.415
11 C 3.665 0.268 1.965
12 C -0.616 -2.069 1.422
13 H -0.509 -2.100 -1.172
14 H 0.984 -1.170 -1.495
15 H -0.429 -0.420 -0.762
16 H 0.884 -3.766 -0.073
17 H 1.514 -3.391 1.549
18 H 2.891 -2.505 -1.087
19 H 3.320 -3.855 0.034
20 H 4.541 -1.631 0.184
21 H 4.119 -2.207 1.655
22 H 2.589 0.124 -1.341
23 H 4.190 0.347 -0.625
24 H 2.761 1.401 -0.279
25 H 4.710 0.365 1.653
26 H 3.753 -0.300 2.889
27 H 3.233 1.250 2.162
28 H -1.234 -1.200 1.639
29 H -0.369 -2.564 2.363
30 H -1.184 -2.821 0.871
31 O -2.466 1.885 -0.509
32 C -3.368 2.464 -1.058
33 O -3.364 3.793 -1.133
34 C -4.530 4.298 -1.813
35 C -5.536 3.160 -1.740
36 C -4.690 1.906 -1.566
37 H -4.213 4.637 -2.800
38 H -4.900 5.178 -1.289
39 H -6.189 3.161 -2.610
40 H -6.135 3.279 -0.835
41 H -4.530 1.488 -2.562
42 H -5.037 1.235 -0.788

***

No. 11
Below is a cluster of 16 separate species, H32O16 in total at a distorted geometry, with properties calculated with ωB97M-V with the def2-TZVPD basis set.

HOMO-LUMO gap	9.49	eV
HOMO	-9.89	eV

Element x y z (Å)
1 O 8.774 20.528 -0.901
2 H 8.432 19.758 -0.434
3 H 8.991 20.039 -1.707
4 O 7.663 24.888 -1.569
5 H 8.470 24.493 -1.933
6 H 6.989 24.720 -2.232
7 O 8.593 20.952 -5.556
8 H 8.504 21.339 -4.666
9 H 8.298 20.043 -5.419
10 O 9.852 23.741 -5.064
11 H 10.624 23.246 -5.302
12 H 9.905 23.745 -4.114
13 O 10.040 22.878 0.112
14 H 9.736 23.287 0.910
15 H 9.446 22.141 -0.063
16 O 6.217 22.035 -1.176
17 H 7.053 22.298 -0.813
18 H 5.481 22.420 -0.663
19 O 4.643 19.564 -3.925
20 H 5.077 19.204 -3.144
21 H 4.976 20.440 -4.033
22 O 7.148 23.970 -5.657
23 H 8.074 23.951 -5.393
24 H 7.187 24.371 -6.472
25 O 5.591 21.830 -4.985
26 H 5.750 21.202 -5.719
27 H 6.214 22.517 -4.994
28 O 8.007 22.204 -3.185
29 H 7.094 22.081 -2.846
30 H 8.679 21.744 -2.711
31 O 5.752 24.548 -3.424
32 H 6.357 24.396 -4.152
33 H 4.884 24.801 -3.811
34 O 8.930 19.075 -3.192
35 H 9.126 18.253 -2.805
36 H 8.221 19.088 -3.755
37 O 6.144 19.320 -1.187
38 H 6.538 20.186 -1.128
39 H 6.985 18.817 -1.189
40 O 3.649 22.105 -2.771
41 H 4.509 22.192 -2.380
42 H 3.197 22.772 -2.187
43 O 10.129 24.234 -2.339
44 H 10.955 24.501 -2.718
45 H 10.271 23.894 -1.484
46 O 10.893 21.548 -2.788
47 H 10.725 22.470 -2.536
48 H 11.090 20.986 -2.077

***

No. 12
Below is a cluster of 4 separate species, C9H21ClN3O3 in total at a distorted geometry, with properties calculated with ωB97M-V with the def2-TZVPD basis set.

HOMO-LUMO gap (spin up / spin down)	1.59 / 6.84	eV
<S²>	0.75
spin multiplicity	2
HOMO (spin up / spin down)	2.91 / -2.38	eV
total charge	-2

Element x y z (Å)
1 Cl 0.255 1.701 -0.559
2 C -0.848 -1.930 0.585
3 C -0.281 -2.553 1.826
4 O -0.320 -2.062 2.980
5 N 0.177 -3.766 1.634
6 C 0.711 -4.678 2.683
7 H -0.440 -2.382 -0.319
8 H -0.629 -0.864 0.520
9 H -1.914 -2.150 0.542
10 H 0.089 -4.201 0.727
11 H 1.787 -4.776 2.540
12 H 0.244 -5.661 2.618
13 H 0.533 -4.337 3.703
14 C 4.246 3.535 -4.557
15 C 3.404 3.386 -3.378
16 O 2.937 4.388 -2.865
17 N 3.098 2.194 -2.984
18 C 3.686 0.985 -3.475
19 H 4.113 2.780 -5.332
20 H 5.312 3.626 -4.347
21 H 3.960 4.470 -5.038
22 H 2.285 2.123 -2.389
23 H 3.402 0.129 -2.863
24 H 4.769 0.943 -3.359
25 H 3.387 0.758 -4.499
26 C -3.346 1.510 0.862
27 C -4.169 1.694 2.179
28 O -4.924 2.681 2.308
29 N -4.107 0.732 3.125
30 C -3.413 -0.585 2.916
31 H -2.277 1.365 1.013
32 H -3.527 2.354 0.197
33 H -3.739 0.608 0.393
34 H -4.603 0.876 3.993
35 H -3.963 -1.156 2.167
36 H -3.544 -1.242 3.776
37 H -2.353 -0.498 2.679

***

How do the records compare in energy relative to the best compared isomer or geometry (same formula, charge and spin)? In the order shown, they have 2.2, 127.2, 0.1, 73.2, 76.4, 10.9, 7.0, 0.0, 17.8, 14.6, 123.2, 0.0 kcal/mol.
How do the records compare in E? In the order shown, they have -88540.256, -7323.767, -180229.802, -6759.577, -20006.948, -106102.419, -160927.229, -26757.623, -51321.792, -22155.353, -33279.591, -32808.924 eV.